1.
21
Properties=species:S:1:pos:R:3 method="wB97M-V/def2-TZVPD" max_force_ev_per_a=4.0 orbital_gap_ha="0.2464 / 0.2873" relative_energy_kcal_mol=71.5 total_energy_ha=-374.25691 e_homo_ev="-7.52 / -8.68"
C -1.642 0.947 -1.639
C -2.374 -0.323 0.340
H 2.949 -0.906 -0.927
C -0.562 -1.482 1.557
B 1.438 0.116 0.276
H 3.514 0.746 -0.712
C 0.019 0.050 -0.231
H -1.256 -1.994 2.157
C -0.956 -0.595 0.609
H 2.223 0.383 -1.823
C -2.630 0.358 -0.831
H 0.777 0.444 2.402
H 2.589 -0.010 2.256
H 0.514 -1.763 1.729
H -1.951 1.476 -2.547
H -3.225 -0.763 0.829
C -0.379 0.741 -1.419
C 2.606 0.076 -0.889
H -3.567 0.825 -1.065
H 0.257 1.408 -1.880
C 1.657 0.267 1.808

2.
24
Properties=species:S:1:pos:R:3 method="wB97M-V/def2-TZVPD" max_force_ev_per_a=6.9 orbital_gap_ha=0.4119 total_charge=+1 relative_energy_kcal_mol=69.0 total_energy_ha=-384.88676 e_homo_ev=-14.21
H 0.361 -1.600 1.519
C -0.721 0.068 0.303
C -0.173 1.422 -1.731
H -2.872 -0.326 0.679
H -0.117 -1.875 -0.128
H 0.500 1.574 1.421
H 2.179 0.015 -2.516
C -0.342 -1.412 0.790
H -2.397 -0.384 -1.013
H 1.446 -0.323 1.260
H -1.107 1.936 -1.872
C -2.231 0.144 -0.106
H 3.570 -0.635 -1.913
C -0.378 0.978 1.558
H 0.691 1.537 -2.478
N 2.197 -0.285 0.596
N 2.676 -0.248 -1.652
C 0.084 0.638 -0.786
C 1.853 -0.068 -0.630
H -0.442 0.265 2.410
H -1.102 1.775 1.768
H 3.123 -0.760 0.628
H -1.262 -2.038 1.075
H -2.463 1.155 -0.276

3.
19
Properties=species:S:1:pos:R:3 method="wB97M-V/def2-TZVPD" max_force_ev_per_a=1.1 orbital_gap_ha=0.2693 total_charge=-1 relative_energy_kcal_mol=6.2 total_energy_ha=-360.99578 e_homo_ev=-3.04
H -0.058 0.010 0.334
H 0.856 0.636 -1.669
N -0.740 0.468 -0.356
C 2.003 0.141 1.324
H 2.695 -1.283 0.053
H 1.705 1.172 1.046
H -3.130 0.688 -1.523
H -0.728 0.955 -2.410
C -1.956 -0.303 -0.179
H -0.220 -0.713 -2.062
N -3.187 0.388 -0.559
H -3.244 1.239 -0.019
H -2.024 -0.564 0.875
O 0.963 -0.693 1.438
H 3.907 -0.291 0.500
H 2.615 0.207 2.257
C -0.187 0.325 -1.692
H -1.920 -1.240 -0.752
N 2.948 -0.313 0.231

4.
25
Properties=species:S:1:pos:R:3 method="wB97M-V/def2-TZVPD" max_force_ev_per_a=5.2 orbital_gap_ha=0.3769 relative_energy_kcal_mol=5.0 total_energy_ha=-613.54740 e_homo_ev=-10.35
H -1.607 2.715 -0.999
C -1.205 -1.383 -0.411
H 2.616 0.923 2.847
C -2.053 1.820 -1.467
C -2.394 0.674 -0.446
C 0.255 -0.801 -0.390
O -2.145 -0.576 -1.105
H -1.848 0.761 0.511
H -1.158 -2.342 -0.964
N 3.156 0.449 -0.075
H 2.705 0.316 -0.975
C 1.214 -1.906 -0.807
C 0.406 -1.084 2.156
N -0.143 -1.734 2.889
N 1.786 -2.744 -1.286
H -1.402 1.367 -2.239
H 3.515 1.397 0.024
H 0.291 0.002 -1.155
C 0.713 -0.179 0.968
H -3.476 0.745 -0.211
B 2.302 0.159 1.055
H 0.200 0.796 1.122
H -1.619 -1.620 0.589
H -2.998 2.097 -1.969
O 2.890 0.147 2.336

5.
92
Properties=species:S:1:pos:R:3 method="wB97M-V/def2-TZVPD" max_force_ev_per_a=3.5 orbital_gap_ha=0.1977 total_charge=+3 relative_energy_kcal_mol=0.0 total_energy_ha=-3285.43004 e_homo_ev=-16.10
C 0.799 -1.098 -5.689
H 1.413 -3.757 2.360
C 0.630 -1.470 -3.304
C -0.770 -1.435 -3.403
H -2.029 -0.098 7.039
Zr 0.095 0.029 -0.015
C 4.062 -2.276 -2.284
C -2.550 0.482 3.717
C 1.417 -1.298 -4.452
H 2.831 -3.333 0.213
H -0.251 -6.315 -2.323
H -0.154 -3.881 -2.837
H 2.896 0.801 -1.381
H -1.425 4.587 1.704
H -4.407 -1.491 2.460
H 1.405 -0.972 -6.586
H 0.192 6.487 1.664
C 2.409 3.884 1.759
P 1.371 -1.647 -1.632
H 1.863 1.789 1.871
C -4.260 2.773 -0.588
C 3.621 0.005 -1.577
C -0.780 -5.137 2.241
Cl 0.343 1.709 -1.670
H 0.212 -5.540 2.455
H 3.691 -3.252 -2.597
C 0.119 3.092 1.786
H -1.463 -5.497 3.021
S -1.566 -1.596 0.318
C 1.945 5.205 1.695
H 3.481 3.680 1.781
C 0.430 -5.668 -1.756
H -1.383 -1.562 -2.501
C -3.032 2.268 -0.166
C 2.100 -5.350 -0.033
H -1.088 2.413 -3.114
H -2.614 -2.894 4.462
C -1.704 -2.882 1.843
H -3.687 -0.554 5.219
H -2.769 -4.546 3.795
C -2.638 2.386 1.175
P -1.034 1.660 1.687
C 1.243 -6.198 -0.754
C 3.156 -1.286 -1.874
C -3.491 3.031 2.093
H 5.351 1.247 -1.262
C 0.594 -3.116 2.720
H 1.202 -7.265 -0.525
H 0.586 -3.086 3.832
C 5.436 -2.017 -2.264
H -6.077 3.784 0.000
C 0.565 5.465 1.685
H 0.010 1.261 6.545
H -1.089 -5.473 1.240
C -0.703 1.023 5.746
C -1.392 1.229 3.431
N -0.678 -3.671 2.245
C -0.348 4.408 1.721
H 6.130 -2.803 -2.562
H -4.542 2.699 -1.639
C -5.116 3.392 0.329
C -2.769 0.002 5.004
H -4.900 -3.064 1.717
H -2.368 1.785 -0.889
H -3.870 -1.914 0.772
C -1.852 0.269 6.030
H -3.275 0.316 2.927
H -5.385 4.018 2.385
C 2.167 -3.992 -0.344
C -4.100 -2.310 1.778
N -2.921 -2.977 2.357
C 1.497 2.823 1.812
C -3.117 -3.515 3.708
C -0.466 1.501 4.454
C -4.730 3.521 1.668
H 2.651 6.040 1.683
C 0.488 -4.307 -2.070
H -1.083 -0.900 -6.749
H 2.733 -5.764 0.749
C -0.596 -1.059 -5.786
H -1.735 2.176 -3.437
C 1.375 -3.464 -1.373
H 0.423 2.089 4.223
H -2.472 -1.202 -4.695
H 0.705 -2.092 2.319
H -3.198 3.136 3.138
C -1.380 -1.226 -4.640
H 6.986 -0.568 -1.813
C 4.994 0.254 -1.537
C 5.909 -0.761 -1.858
H -4.188 -3.500 3.905
H 2.503 -1.315 -4.377

6.
9
Properties=species:S:1:pos:R:3 method="wB97M-V/def2-TZVPD" max_force_ev_per_a=4.2 orbital_gap_ha="0.3007 / 0.2980" total_charge=+1 relative_energy_kcal_mol=148.7 total_energy_ha=-246.15508 e_homo_ev="-15.08 / -15.00"
O 0.934 0.651 -1.116
H -1.653 -0.464 0.116
C 0.072 1.548 -0.794
H 0.683 -1.342 -0.899
H 1.464 -0.690 0.568
N -0.830 -0.008 0.552
H -0.835 -0.492 1.474
C 0.773 -0.519 -0.239
C -0.608 1.316 0.338

7.
27
Properties=species:S:1:pos:R:3 method="wB97M-V/def2-TZVPD" max_force_ev_per_a=0.3 orbital_gap_ha="0.2211 / 0.2340" total_charge=+2 total_energy_ha=-4405.57932 e_homo_ev="-15.74 / -15.75"
C 2.448 -0.406 1.838
H 1.189 -1.978 5.180
C 1.413 -2.281 3.086
O 0.056 2.620 1.447
S -2.962 -1.094 -3.059
H 2.280 0.241 5.179
C 0.379 3.241 0.159
H 1.005 -3.282 3.094
H 2.101 -2.418 1.034
C 2.574 0.293 3.079
C 0.051 1.365 1.581
C 1.532 -1.557 4.244
S -1.889 -1.078 0.630
S -2.265 -3.124 -2.640
As -1.552 -1.465 -1.493
Re 0.355 -0.479 0.839
C 2.555 0.208 0.566
H 1.222 3.900 0.340
O -0.233 0.700 2.581
S 0.534 -0.715 -1.395
H -0.496 3.811 -0.132
H 2.803 1.262 0.529
C 1.893 -1.738 1.859
H 3.033 1.274 3.078
C 2.150 -0.283 4.241
H 2.933 -0.370 -0.268
H 0.617 2.473 -0.573

8.
10
Properties=species:S:1:pos:R:3 method="wB97M-V/def2-TZVPD" max_force_ev_per_a=3.7 orbital_gap_ha="0.2724 / 0.2976" relative_energy_kcal_mol=154.7 total_energy_ha=-789.61826 e_homo_ev="-8.59 / -8.96"
H 0.411 -1.602 -0.437
O -1.141 2.016 0.147
O -0.349 -1.194 -0.824
H -0.876 2.302 -1.944
N 0.627 0.730 0.053
S -1.806 1.688 -1.087
H 0.702 -0.792 2.869
N 0.950 -0.785 1.781
N 0.693 0.315 1.170
O 0.303 0.064 -1.070

9.
19
Properties=species:S:1:pos:R:3 method="wB97M-V/def2-TZVPD" max_force_ev_per_a=3.7 orbital_gap_ha="0.2095 / 0.2094" total_charge=+1 relative_energy_kcal_mol=126.5 total_energy_ha=-473.44574 e_homo_ev="-13.16 / -13.16"
H 3.738 1.152 -0.084
C -3.574 -0.203 0.353
C 0.830 -2.007 -0.620
N 1.281 0.469 0.147
N 0.088 0.106 0.029
H -1.212 1.831 0.388
H 3.691 0.336 1.626
C 2.415 -0.217 0.000
N -1.549 -1.418 -0.170
H 4.443 -0.368 0.235
H 0.871 -2.920 -1.053
C 2.036 -1.413 -0.438
C -1.085 0.752 0.295
C -2.120 -0.285 0.228
H -3.948 0.274 1.370
C -0.270 -1.207 -0.322
C 3.667 0.277 0.480
H -3.904 0.472 -0.485
H -4.089 -1.177 0.145

10.
134
Properties=species:S:1:pos:R:3 method="wB97M-V/def2-TZVPD" max_force_ev_per_a=3.6 orbital_gap_ha=0.3391 total_energy_ha=-2629.21222 e_homo_ev=-8.98
C -7.875 -10.112 7.947
H 0.218 -0.755 -0.701
C -6.524 -8.641 6.019
H -4.091 -4.347 4.162
H 9.188 -8.480 0.095
C -1.267 0.396 5.098
H -2.932 3.472 -5.998
C -4.509 4.711 -5.244
H 0.203 3.484 4.886
H -2.922 -2.261 4.794
C 1.006 -0.896 -4.143
C -7.184 -9.809 5.664
C 6.115 -1.467 -1.183
H 7.056 -2.018 -1.040
C 1.363 4.879 3.742
C 5.270 1.520 -2.521
H -0.088 1.649 2.185
C 5.259 0.748 -1.185
H 3.191 2.109 -2.799
H -5.995 -8.069 5.266
H 2.770 6.116 2.695
H 5.397 -1.790 -0.404
H 6.556 -0.297 1.646
C 7.388 -5.071 -0.006
C 7.881 -7.130 1.130
C -6.005 8.091 -10.971
H 0.412 1.800 -2.247
H 0.498 5.410 3.366
C -3.029 1.469 3.861
H -7.808 10.328 -9.180
H 6.605 -5.594 1.921
H -6.900 8.036 -9.023
H 1.573 -2.022 -2.373
H -5.315 -4.891 8.229
C 6.961 -2.986 3.667
H -7.228 -8.605 9.330
H -8.402 -10.686 8.699
H 5.708 -1.731 -2.178
C 2.640 5.274 3.363
C -1.122 1.491 -0.828
H -5.613 7.084 -10.904
H -1.727 0.707 -0.344
C 8.186 -5.464 -1.071
C -7.024 10.667 -11.148
C 0.633 -0.265 -1.601
H 1.360 -1.780 -4.701
H -6.126 10.724 -13.095
H 7.725 -2.471 1.729
H -2.949 -1.497 7.144
H 2.123 0.308 -5.499
H 5.526 2.569 -2.295
H -7.423 11.672 -11.218
C 3.750 4.588 3.839
C 7.101 -2.161 2.558
H 4.884 -1.057 5.518
H 3.421 -0.576 -2.953
O -2.510 2.414 -3.753
H -3.300 0.540 5.773
C -3.611 4.287 -6.215
C -5.362 6.376 -6.757
C 5.647 -0.542 3.577
H -2.885 4.586 -8.211
H -0.932 -0.148 5.973
H 5.143 0.417 3.543
H -6.045 7.190 -6.966
H -4.149 -2.808 8.859
H 4.341 0.143 -1.077
O -2.028 2.326 -1.597
H 1.626 0.114 -1.319
H 8.304 -4.814 -1.929
C 6.446 -0.938 2.513
C 2.308 3.116 5.077
C -5.787 8.846 -12.115
H -6.085 6.083 -4.759
H -5.283 -5.664 5.880
C -0.371 0.698 4.084
O 6.398 -0.091 -1.042
H 7.479 -3.936 3.701
C 3.584 3.509 4.697
H 4.096 -0.235 -4.539
H -4.438 6.449 -8.692
C -4.461 5.958 -7.727
C -7.859 -10.545 6.628
H 0.662 0.390 4.163
H -6.022 -7.298 7.616
C 3.964 1.526 -3.335
H 4.449 2.974 5.070
C 8.682 -7.523 0.066
C -6.539 -8.208 7.338
H 6.097 1.134 -3.136
C -7.215 -8.943 8.302
H 6.882 -4.114 -0.030
C -4.102 -4.011 5.191
C -1.974 1.897 -2.872
C 5.505 -1.367 4.685
H -8.373 -11.456 6.351
C -2.127 1.786 2.853
C -4.790 -4.318 7.476
C -3.588 4.913 -7.455
H 9.457 -7.000 -1.864
H -7.173 -10.146 4.635
C -3.463 -2.409 6.865
H -0.158 -1.958 -2.673
H 6.054 -3.230 5.596
C -4.135 -3.146 7.831
H -4.068 1.756 3.768
H 0.041 -0.618 -4.595
C 3.403 0.159 -3.773
C 0.760 -1.346 -2.691
C -0.226 0.956 -1.927
H 5.280 1.456 -0.337
C 1.198 3.800 4.599
C 6.163 -2.589 4.731
C -4.772 -4.750 6.157
H 1.528 1.224 -4.132
C -2.597 0.782 4.987
C -6.730 8.625 -9.915
C -3.446 -2.840 5.545
C 8.834 -6.691 -1.034
C -6.296 10.135 -12.203
C 1.994 0.260 -4.404
C -5.384 5.754 -5.516
H -2.467 2.320 1.974
C 7.233 -5.903 1.095
H 7.761 -7.781 1.987
C -7.241 9.913 -10.003
O -1.211 0.784 -2.981
H -0.576 2.081 -0.085
H -4.516 4.223 -4.278
C -0.797 1.404 2.967
H 4.167 2.091 -4.262
H 2.177 2.273 5.745
H -5.222 8.430 -12.939
H 4.745 4.895 3.542

11.
23
Properties=species:S:1:pos:R:3 method="wB97M-V/def2-TZVPD" max_force_ev_per_a=2.8 orbital_gap_ha="0.2334 / 0.0949" total_charge=+1 relative_energy_kcal_mol=55.5 total_energy_ha=-552.86887 spin_multiplicity=2 e_homo_ev="-12.81 / -12.81"
H -0.425 -3.988 6.209
H -1.152 0.932 0.017
H -0.226 -0.671 0.049
H 2.787 4.849 -1.422
O -2.731 -1.864 -5.496
O 0.616 -0.766 -0.414
O -1.878 0.305 -0.132
H 1.190 -5.359 4.096
N 0.427 -5.158 4.758
H -2.027 -2.455 -5.260
O 2.698 5.820 -1.338
O -0.163 2.461 -2.115
H -0.698 1.686 -2.344
H 1.359 -3.742 5.985
H 1.267 2.719 0.303
H -3.556 -2.339 -5.582
H 0.374 -1.022 -1.298
H 1.914 6.015 -0.819
H 1.610 1.237 0.596
H -2.653 0.510 0.423
C 0.465 -4.295 5.652
O 1.127 2.001 0.923
H -0.325 3.122 -2.790

12.
23
Properties=species:S:1:pos:R:3 method="wB97M-V/def2-TZVPD" max_force_ev_per_a=5.7 orbital_gap_ha=0.1076 total_charge=+3 relative_energy_kcal_mol=2.5 total_energy_ha=-1733.91817 e_homo_ev=-17.44
H -1.934 1.817 2.087
H 2.098 3.246 2.885
H -1.895 -0.001 2.338
O -0.933 -2.042 -2.105
H 2.402 0.194 2.378
C -1.713 0.836 1.658
H 0.750 1.154 2.218
C -1.786 0.656 0.325
C 1.906 1.166 2.424
O 0.767 -1.552 -3.505
H -1.762 1.540 -0.323
H 3.687 2.245 2.911
H 0.282 -0.827 -0.951
O -0.329 -3.437 -3.713
H 2.428 1.858 1.449
H -2.783 -0.744 -0.877
C -0.160 -2.329 -3.121
C -0.715 -0.803 -1.410
C 2.604 2.286 2.772
H -0.753 0.022 -2.132
Lu 1.400 -3.128 -5.310
H -1.754 -1.489 0.365
C -1.808 -0.669 -0.364